one | The following is a quantum chemistry calculation of C2H4N2O2 in the gas phase, from the Open Molecules 2025 dataset.

Bonds (Å) are listed after each position.
CARTESIAN COORDINATES (ANGSTROEM)
1 C 1.186 0.235 -0.234  H5 1.117, N8 1.260, O9 1.343
2 C -0.443 -1.185 -0.894  H6 1.207, O9 1.382, O10 1.209
3 H -0.831 1.763 1.730  N7 1.020
4 H -1.211 0.637 0.888  N7 0.945
5 H 2.257 -0.083 -0.219  C1 1.117
6 H -0.719 -1.955 -1.782  C2 1.207
7 N -0.602 1.357 0.824  H3 1.020, H4 0.945, N8 1.486
8 N 0.817 0.922 0.755  C1 1.260, N7 1.486
9 O 0.399 -0.150 -1.253  C1 1.343, C2 1.382
10 O -0.852 -1.541 0.186  C2 1.209

Calculated values
SMILES ... N/N=C\OC=O
LUMO ... 0.032 Eh
Highest occupied orbital energy ... -9.6 eV
Orbital gap ... 10.5 eV



two | The following is a quantum chemistry calculation of C2H4N2O2 in the gas phase, from the Open Molecules 2025 dataset.

Bonds (Å) are listed after each position.
CARTESIAN COORDINATES (ANGSTROEM)
1 N -1.146 -1.055 -0.582  C2 1.361, H7 1.009, H8 1.011
2 C -0.703 -0.517 0.587  N1 1.361, O3 1.194, O6 1.447
3 O -0.481 -1.081 1.616  C2 1.194
4 N 1.341 0.299 -0.130  C5 1.262, H9 1.003
5 C 0.577 1.259 0.164  N4 1.262, O6 1.345, H10 1.094
6 O -0.682 0.927 0.502  C2 1.447, C5 1.345
7 H -1.135 -2.064 -0.599  N1 1.009
8 H -0.848 -0.609 -1.440  N1 1.011
9 H 2.307 0.506 -0.304  N4 1.003
10 H 0.770 2.336 0.187  C5 1.094

Calculated values
SMILES ... [H]/N=C/OC(N)=O
LUMO ... 0.033 Eh
Highest occupied orbital energy ... -10.3 eV
Orbital gap ... 11.2 eV



two is the most stable structure; the next one sits 2.334 eV above it.



one | The following is a quantum chemistry calculation of 2 unconnected molecules or ions with the total composition C6H15NS, from the Open Molecules 2025 dataset.

Bonds (Å) are listed after each position.
CARTESIAN COORDINATES (ANGSTROEM)
1 C -1.912 1.050 0.849  C2 1.552, C4 1.516, H9 1.093, H10 1.106
2 C -2.623 0.450 -0.394  C1 1.552, S3 1.854, H11 1.113, H12 1.101
3 S -2.606 -1.402 -0.297  C2 1.854
4 C -0.585 0.394 1.178  C1 1.516, N5 1.468, H14 1.094, H15 1.095
5 N 0.441 0.685 0.170  C4 1.468, C7 1.487, H16 1.013
6 C 2.621 0.257 -0.848  C7 1.526, H17 1.092, H18 1.104, H19 1.085
7 C 1.571 -0.281 0.121  N5 1.487, C6 1.526, C8 1.524, H20 1.123
8 C 1.107 -1.652 -0.356  C7 1.524, H21 1.068, H22 1.101, H23 1.088
9 H -2.610 0.926 1.680  C1 1.093
10 H -1.732 2.128 0.679  C1 1.106
11 H -3.684 0.789 -0.397  C2 1.113
12 H -2.146 0.890 -1.283  C2 1.101
13 H -1.175 -0.662 -1.213  no bonds
14 H -0.752 -0.687 1.180  C4 1.094
15 H -0.282 0.641 2.201  C4 1.095
16 H 0.782 1.627 0.326  N5 1.013
17 H 2.946 1.267 -0.588  C6 1.092
18 H 2.180 0.288 -1.859  C6 1.104
19 H 3.498 -0.381 -0.839  C6 1.085
20 H 2.063 -0.345 1.129  C7 1.123
21 H 1.934 -2.312 -0.506  C8 1.068
22 H 0.414 -2.140 0.348  C8 1.101
23 H 0.549 -1.531 -1.282  C8 1.088

Calculated values
LUMO ... -0.004 Eh
Highest occupied orbital energy ... -8.7 eV
Orbital gap ... 8.6 eV



two | The following is a quantum chemistry calculation of C6H15NS in the gas phase, from the Open Molecules 2025 dataset.

Bonds (Å) are listed after each position.
CARTESIAN COORDINATES (ANGSTROEM)
1 C -0.597 -0.951 -1.084  C2 1.538, C5 1.574, H9 1.112, H10 1.091
2 C 0.239 -2.242 -1.034  C1 1.538, C3 1.491, H11 1.115, H12 1.097
3 C 1.729 -2.183 -1.019  C2 1.491, S4 1.801, H13 1.079, H14 1.189
4 S 2.492 -1.128 -2.264  C3 1.801, H15 1.348
5 C 0.030 0.327 -0.413  C1 1.574, N6 1.441, H16 1.174, H17 1.084
6 N -0.956 1.170 0.215  C5 1.441, C7 1.471, H18 1.034
7 C -0.328 2.055 1.207  N6 1.471, C8 1.540, H19 1.097, H20 1.135
8 C -1.218 2.496 2.384  C7 1.540, H21 1.125, H22 1.133, H23 1.100
9 H -0.939 -0.662 -2.102  C1 1.112
10 H -1.509 -1.170 -0.526  C1 1.091
11 H -0.116 -2.833 -1.911  C2 1.115
12 H -0.034 -2.784 -0.120  C2 1.097
13 H 1.995 -1.815 -0.040  C3 1.079
14 H 2.066 -3.323 -1.045  C3 1.189
15 H 1.321 -0.493 -2.471  S4 1.348
16 H 0.704 -0.097 0.450  C5 1.174
17 H 0.595 0.879 -1.156  C5 1.084
18 H -1.666 0.583 0.684  N6 1.034
19 H 0.026 2.908 0.614  C7 1.097
20 H 0.601 1.549 1.619  C7 1.135
21 H -1.810 3.389 2.042  C8 1.125
22 H -0.781 2.718 3.406  C8 1.133
23 H -1.844 1.608 2.561  C8 1.100

Calculated values
SMILES ... CCNCCCCS
LUMO ... 0.034 Eh
Highest occupied orbital energy ... -8.9 eV
Orbital gap ... 9.8 eV



two is the most stable structure; the next one sits 1.269 eV above it.